[1]
21
Properties=species:S:1:pos:R:3 method="wB97M-V/def2-TZVPD" lumo_energy_ev=0.60 total_charge=0 homo_lumo_gap_ev=11.111 homo_ha=-0.3863 smiles=CCCC[Si@@](Cl)(Br)OC
Br 1.85324 -0.49793 2.15276
Cl 3.04230 0.21877 -1.14590
Si 1.47996 -0.96043 0.03826
O 1.73593 -2.50842 -0.20193
C -0.63487 1.16083 -0.03195
C 2.99623 -3.21122 -0.26324
C -2.14553 1.30106 -0.05646
C -2.64105 2.66353 0.40455
C -0.27924 -0.35387 -0.29567
H -2.54712 0.87228 -1.09425
H -2.58357 3.39243 -0.33900
H -2.52044 0.48956 0.71833
H -3.68361 2.72208 0.85815
H 2.82378 -4.17927 -0.79106
H 3.25659 -3.53192 0.74139
H -1.16319 -0.87637 0.12995
H -1.94151 2.98931 1.22404
H 3.72967 -2.62930 -0.82922
H -0.26158 1.45684 1.00724
H -0.30979 1.84895 -0.75111
H -0.20620 -0.36690 -1.47487

***

[2]
121
Properties=species:S:1:pos:R:3 method="wB97M-V/def2-TZVPD" lumo_energy_ev=-8.29 total_charge=+3 homo_lumo_gap_ev=5.730 homo_ha=-0.5153
Ir -0.59915 -0.40994 0.31032
Se -2.90141 -1.03387 0.28384
P 0.39060 1.11973 2.92608
P 0.34449 -1.77002 3.15977
O 0.10970 -1.86082 1.65966
O -0.75754 0.85991 1.98030
O 0.91464 -0.28967 3.51986
O 4.70458 0.17512 -1.72637
O -3.91508 6.16035 -0.69346
O 0.27792 -1.41030 -1.18074
N -0.02467 1.99067 4.21600
N 1.50098 -2.83242 3.53614
N 3.06008 -1.74061 -2.24846
N -2.43835 4.44839 -0.69031
N -1.18339 1.05702 -0.99208
N -3.95535 -3.64630 0.75358
N -2.50285 6.02888 -2.46834
N -0.94356 -1.95294 4.11963
N 1.63464 1.81453 2.12748
N -1.79816 -3.69993 0.48917
C 1.73758 -3.22495 4.93206
C -3.61229 -7.33190 1.05707
C -2.86785 -2.90136 0.54000
C 1.38039 5.85704 -4.13871
C -1.28823 -2.89288 -2.21988
C -1.48139 -6.21539 0.69117
C 1.99804 1.41966 0.77219
C 2.74933 5.82769 -4.76097
C 3.34138 1.85822 -2.84412
C -2.07293 -2.79828 3.73477
C 1.46584 -0.16292 -3.30451
C 1.09115 -3.22251 -2.46084
C 1.18971 5.61278 -2.78506
C -3.01299 5.60947 -1.26911
C 0.82929 -4.41473 -3.16909
C 0.01288 -2.47108 -1.92249
C -5.33320 -3.18058 0.86919
C 2.80625 2.22974 2.91224
C -1.55365 2.25344 -0.50869
C -0.45617 -4.81115 -3.44674
C -3.57277 -4.99070 0.83119
C -0.07055 5.65158 -2.20116
C 0.56422 1.86008 5.55468
C 3.58713 0.57295 -2.38486
C -1.00863 6.19047 -4.34236
C -0.60736 3.31876 3.95776
C -4.31926 -6.14437 1.03089
C 2.15715 2.12559 -3.51996
C 0.25395 6.15287 -4.90498
C -1.18214 5.93537 -2.98393
C -1.20848 -1.13006 5.30445
C -2.07606 3.26590 -1.30803
C 2.67244 -2.99111 2.67042
C -2.19505 -5.02526 0.66236
C -2.22032 -7.36689 0.89098
C -1.31090 0.81082 -2.30237
C -1.51126 -4.02952 -2.97555
C 2.63738 -0.43523 -2.61617
C 2.47378 -2.89824 -2.28672
C -2.21902 2.99779 -2.67417
C -1.82401 1.76704 -3.15632
C 1.22397 1.12575 -3.75115
C 5.80272 1.09638 -1.64698
H 2.95353 -4.04393 2.64732
H -5.92324 -3.58003 0.04661
H 2.89324 4.92758 -5.36411
H 6.59020 0.57421 -1.11422
H 2.79688 0.67321 0.77264
H -1.41856 3.49278 4.66332
H -2.71909 4.38023 0.27674
H -0.40831 -6.24579 0.55977
H 0.36663 6.37395 -5.95936
H -4.14582 -8.25999 1.20794
H 1.66551 -4.99969 -3.53396
H 1.15624 0.95327 5.63709
H -1.43796 2.39242 0.55714
H 2.48566 -2.58095 5.39972
H 1.97477 3.12535 -3.89070
H -1.61884 -1.77156 6.08401
H 1.14199 1.03050 0.20739
H -0.23074 1.83962 6.30014
H 4.05922 -1.75296 -2.05305
H -0.99547 -0.15865 -2.64846
H 3.16302 -3.73423 -2.20399
H 6.14519 1.36658 -2.64548
H -5.35634 -2.09472 0.83552
H -2.65428 3.73088 -3.33485
H -1.86633 6.43515 -4.95784
H -2.89892 -2.18743 3.36250
H 3.30926 3.04450 2.39245
H 0.32173 1.34366 -4.30596
H 1.20882 2.71600 5.76405
H 2.09951 -4.25184 4.94949
H -1.93250 1.53224 -4.20594
H 2.89745 6.67994 -5.42329
H 3.50839 1.40163 3.04254
H 2.50295 2.59660 3.88971
H 2.05069 5.43087 -2.15087
H -1.92765 -0.33936 5.07986
H 3.51868 -2.41418 3.05212
H -1.01478 3.36832 2.94978
H -0.29380 -0.68977 5.68561
H 2.32971 2.29388 0.20911
H -0.86249 -3.36150 0.32672
H -0.64549 -5.70434 -4.02376
H 2.43690 -2.66747 1.65872
H 3.53098 5.85988 -4.00116
H -2.53091 -4.32121 -3.19423
H 4.07024 2.64267 -2.70066
H 5.51323 1.99019 -1.09339
H -1.71404 -8.32182 0.91829
H -1.77384 -3.51444 2.97886
H -2.40761 -3.35841 4.60792
H -5.74829 -3.51566 1.81781
H 0.14632 4.09959 4.07605
H -5.39246 -6.12316 1.16057
H 0.81205 -3.18136 5.50022
H -3.09542 6.72104 -2.90395
H -0.16815 5.51816 -1.13407
H 0.76865 -0.95708 -3.53225
H -2.12452 -2.31141 -1.85078

***

[3]
12
Properties=species:S:1:pos:R:3 method="wB97M-V/def2-TZVPD" lumo_energy_ev=0.85 total_charge=0 homo_lumo_gap_ev=9.361 homo_ha=-0.3129 smiles=Cc1ncc[nH]1
N 0.37578 0.76981 -0.35412
N 0.02689 -0.84331 1.09914
C 0.95891 0.01587 1.56246
C -0.22845 -0.40985 -0.08425
C -1.28826 -0.87302 -1.07426
C 1.18688 1.08200 0.69911
H 0.37205 1.23589 -1.29706
H -2.30791 -0.51766 -0.71141
H 1.31744 -0.00126 2.68831
H 1.69222 2.00525 0.80213
H -0.92903 -0.45676 -2.13826
H -1.17652 -2.00696 -1.19178

***

[4]
60
Properties=species:S:1:pos:R:3 method="wB97M-V/def2-TZVPD" lumo_energy_ev="-1.23 / -1.94" total_charge=0 homo_lumo_gap_ev="7.341 / 5.816" homo_ha="-0.3149 / -0.2852"
Ca -10.31135 -7.03016 7.46183
O -10.28898 -8.09652 5.33117
O -12.37880 -11.59499 9.83341
O -10.73260 -6.53795 9.58254
O -10.93253 -9.78780 4.05624
O -11.86836 -6.74902 11.53914
N -12.99337 -7.83255 8.64001
N -12.65891 -5.90991 6.46657
N -10.04087 -5.00993 5.80932
N -8.17360 -5.58088 7.78531
N -8.09213 -7.93360 8.79068
N -9.06684 -9.65192 6.96033
C -12.20597 -8.29146 9.61368
C -8.60484 -9.53440 10.70188
C -11.24364 -4.25460 5.35631
C -8.86320 -3.95874 6.04517
C -8.51410 -9.08705 9.23895
C -10.44269 -9.33675 5.08725
C -12.17215 -10.67635 7.53804
C -11.57227 -9.48787 9.76577
C -7.74495 -4.37131 7.05706
C -10.84483 -11.23620 7.00365
C -11.56329 -7.10499 10.43042
C -7.78285 -6.91239 9.84373
C -10.17657 -11.14124 8.46522
C -12.39091 -5.27965 5.10994
C -12.55308 -9.41417 6.81941
C -12.93795 -8.16628 7.37898
C -11.63865 -10.72093 8.94429
C -9.12382 -9.99286 8.27725
C -10.11322 -10.15196 6.30483
C -7.74640 -5.51165 9.19033
C -14.68159 -7.26925 5.81516
C -13.31848 -7.00622 6.47778
H -8.34640 -4.79559 9.75351
H -7.61970 -6.40877 7.46244
H -11.19850 -9.66275 10.78750
H -12.55658 -12.45398 9.46142
H -10.98975 -12.11024 6.40019
H -6.70304 -5.10950 9.19290
H -7.59774 -9.60710 11.13240
H -7.54142 -3.59645 7.71352
H -13.27228 -4.68471 4.69945
H -11.14504 -3.74455 4.36042
H -14.75674 -8.26782 5.36035
H -8.44710 -3.79840 5.06522
H -11.50879 -3.54421 6.13412
H -6.80744 -7.09235 10.23661
H -9.42167 -3.10480 6.48960
H -8.91854 -10.58108 10.75350
H -9.67982 -5.60696 5.02703
H -9.22275 -8.90272 11.31756
H -14.89094 -6.54135 5.04023
H -9.87091 -12.05421 8.96503
H -12.10377 -5.99168 4.35470
H -12.90448 -11.48377 7.52563
H -15.47896 -7.13394 6.55051
H -12.56241 -9.57573 5.73547
H -6.79659 -4.66407 6.59450
H -8.51060 -6.86576 10.68331

***

[5]
82
Properties=species:S:1:pos:R:3 method="wB97M-V/def2-TZVPD" lumo_energy_ev=-2.87 total_charge=+1 homo_lumo_gap_ev=5.892 homo_ha=-0.3220
Br 4.29374 2.13064 2.97654
Se 0.15839 3.30114 2.13660
S -1.98141 -0.70967 -1.91338
S -0.88837 1.89459 0.78168
Al 0.85355 -0.39450 -0.33433
O -2.86941 -1.78712 -1.54861
O -2.25366 0.54896 -1.23060
O 0.71520 -0.81468 1.44080
N 2.29643 0.80649 -0.38726
N 1.99709 -1.72846 -0.89896
N -2.42338 -0.18483 1.54398
N -2.12827 1.40373 3.15140
N 1.81239 -2.58687 2.33937
N -0.45197 -1.08486 -1.53493
C 1.15437 -3.59549 1.51023
C 4.73464 0.83890 -0.93691
C 1.55048 -1.31491 2.24458
C -1.24936 4.60296 2.43771
C -2.39234 4.69564 1.65803
C 3.75634 -3.03847 -2.64412
C 5.01947 1.39280 0.24319
C -1.96961 6.45716 3.77471
C 2.82150 -3.07207 3.27657
C -2.58232 0.46793 -6.21173
C 0.15843 -2.16531 -2.30546
C -3.12548 -0.97038 -4.36565
C -2.86992 -0.79434 3.85292
C 3.39814 0.21042 -1.19963
C 0.33619 -3.78430 -4.07549
C -3.11301 6.56747 2.99544
C 4.26020 -2.17464 -1.76242
C -1.36280 0.68608 -4.15446
C -1.59090 1.08677 -5.45912
C -1.03164 5.47414 3.49884
C 1.70518 -3.85961 -3.88730
C -1.90614 0.95968 1.93052
C 3.94689 1.53473 1.20405
C 3.39896 -1.32713 -0.87290
C -2.97990 0.69880 4.11182
C 1.51736 -2.35625 -2.02593
C -3.34575 -0.55754 -5.67012
C 2.67603 1.32220 0.82345
C -2.13172 -0.34342 -3.63177
C -3.23919 -1.04538 2.40413
C -3.32234 5.68638 1.94442
C 2.31387 -3.13552 -2.86758
C -0.43963 -2.91628 -3.31056
H 3.12576 0.29699 -2.25536
H 2.10684 -0.65288 2.91383
H -1.80845 7.13509 4.60277
H 3.77119 -1.40229 0.16094
H -3.70959 -1.75940 -3.90936
H -2.76350 0.79280 -7.22789
H -2.64661 0.96166 5.11258
H 1.87486 1.56694 1.50336
H -1.49523 -2.83530 -3.50898
H -0.12992 5.38546 4.09495
H -3.53025 -1.34791 4.51673
H 0.45523 -3.12598 0.82867
H 1.90169 -4.12501 0.92212
H -1.69388 2.27143 3.42628
H 3.46516 -3.78588 2.76656
H 3.43213 -2.24867 3.63984
H 5.47573 0.77567 -1.72456
H -1.84241 -1.11594 4.03817
H -4.01353 1.02813 3.99052
H -4.21539 5.76936 1.33821
H -4.11905 -1.02854 -6.26186
H 2.34712 -3.57284 4.12076
H -3.83996 7.34029 3.20677
H -3.04688 -2.07556 2.11015
H -0.13857 -4.37357 -4.84879
H 4.41434 -3.64977 -3.25200
H -2.41103 -0.41722 0.55962
H 5.99907 1.79000 0.47553
H -1.00606 1.88953 -5.88804
H 5.33257 -2.06449 -1.64250
H -2.55973 4.01884 0.83021
H 0.64007 -4.30954 2.15532
H -0.60930 1.16327 -3.53979
H -4.29628 -0.83615 2.23041
H 2.30755 -4.48411 -4.53693

***

Number 1: maximum force 3.67 eV/A, electronic energy -3596.75107 Ha. Number 2: maximum force 0.64 eV/A, electronic energy -5860.25740 Ha. Number 3: maximum force 4.44 eV/A, electronic energy -265.50785 Ha. Number 4: maximum force 3.54 eV/A, electronic energy -2236.16879 Ha. Number 5: maximum force 1.11 eV/A, electronic energy -7846.94539 Ha.